Density functional theory data (ωB97M-V with the def2-TZVPD basis set) for a structure of composition C20H40LiO9P in a non-equilibrium geometry.

Structure (XYZ):
```
71
Properties=species:S:1:pos:R:3:forces:R:3
Li -12.373 15.340 -5.639 0.308 -0.401 0.082
P -10.367 14.949 -6.738 1.028 -0.866 -0.558
O -11.801 14.359 -7.117 -0.417 0.410 0.093
O -10.129 16.268 -7.523 -0.383 0.103 0.450
O -9.271 13.905 -7.003 -0.425 0.257 0.084
O -10.538 15.220 -5.182 -0.486 0.617 0.054
C -15.746 13.158 -3.895 -0.470 0.388 0.090
C -16.105 13.217 -5.401 0.577 -0.238 0.352
C -15.058 14.172 -6.002 -0.122 0.318 -0.049
O -14.123 14.465 -4.974 0.271 -0.081 0.179
C -14.710 14.270 -3.707 -0.072 -0.243 0.191
H -15.344 12.192 -3.592 0.132 -0.036 -0.212
H -16.634 13.333 -3.281 0.086 0.013 0.052
H -17.114 13.592 -5.559 -0.059 -0.090 -0.054
H -16.005 12.213 -5.811 -0.175 0.078 -0.241
H -15.513 15.122 -6.312 -0.113 -0.119 -0.101
H -14.497 13.766 -6.842 0.113 0.020 0.037
H -15.153 15.200 -3.327 -0.093 -0.006 -0.124
H -13.931 13.979 -3.003 0.103 0.118 -0.076
C -14.174 17.672 -9.441 -0.337 -0.309 0.674
C -13.845 16.402 -8.658 0.487 -0.396 -0.325
C -12.672 15.864 -9.479 -0.222 0.000 0.401
O -13.039 16.190 -10.858 0.213 -0.195 -0.152
C -14.073 17.136 -10.859 -0.083 0.430 -0.177
H -13.407 18.418 -9.226 0.015 0.046 -0.175
H -15.151 18.087 -9.169 -0.007 0.060 -0.243
H -14.665 15.674 -8.720 -0.124 0.177 0.009
H -13.566 16.512 -7.618 0.013 0.187 0.032
H -12.550 14.795 -9.328 0.077 0.013 -0.254
H -11.728 16.338 -9.197 -0.002 -0.034 0.023
H -15.018 16.658 -11.165 -0.083 0.048 0.053
H -13.860 17.933 -11.584 0.059 -0.081 -0.067
C -11.644 11.250 -3.372 0.247 -0.289 -0.062
C -11.928 11.717 -4.823 0.314 0.071 0.402
C -10.574 11.524 -5.524 -0.277 -0.559 -0.376
O -9.603 11.629 -4.496 0.024 0.043 0.259
C -10.128 10.940 -3.387 -0.222 0.495 -0.646
H -12.180 10.337 -3.090 -0.184 0.134 0.001
H -11.877 12.033 -2.648 -0.015 -0.006 0.038
H -12.177 12.773 -4.835 -0.004 0.129 -0.146
H -12.749 11.155 -5.272 0.088 -0.006 -0.165
H -10.343 12.245 -6.316 0.085 0.247 0.189
H -10.520 10.489 -5.936 -0.034 0.136 0.046
H -9.606 11.318 -2.508 0.079 -0.336 0.136
H -9.974 9.859 -3.558 0.046 -0.041 0.407
C -11.926 19.305 -5.071 -0.070 -0.366 -0.156
C -13.304 19.290 -4.395 -0.195 0.412 -0.108
C -13.861 17.875 -4.671 0.365 0.448 0.040
O -12.936 17.264 -5.548 -0.202 -0.393 0.138
C -12.062 18.223 -6.136 0.470 0.243 -0.337
H -11.122 18.994 -4.400 -0.088 0.116 0.164
H -11.690 20.280 -5.495 0.096 0.005 0.019
H -13.955 20.039 -4.860 0.061 -0.048 -0.078
H -13.259 19.571 -3.340 -0.003 -0.279 0.089
H -14.843 17.924 -5.160 -0.063 -0.011 0.138
H -13.919 17.280 -3.758 -0.091 -0.131 -0.071
H -12.483 18.610 -7.078 -0.249 0.040 0.193
H -11.135 17.697 -6.418 -0.012 -0.166 0.010
C -11.387 17.889 -1.065 -0.227 -0.001 0.398
C -10.574 16.638 -1.367 0.552 -0.303 -0.078
C -11.513 15.828 -2.248 0.315 0.669 -0.403
O -12.835 16.151 -1.763 -0.253 -0.376 0.121
C -12.828 17.362 -1.040 0.149 0.267 -0.243
H -11.287 18.638 -1.852 0.137 -0.097 -0.085
H -11.103 18.354 -0.118 -0.037 0.054 -0.034
H -10.288 16.072 -0.474 -0.255 0.191 0.177
H -9.639 16.884 -1.872 -0.082 -0.118 -0.184
H -11.372 14.751 -2.213 -0.011 -0.038 0.071
H -11.374 16.141 -3.292 -0.169 -0.255 -0.047
H -13.189 17.196 -0.017 -0.001 -0.074 -0.021
H -13.502 18.070 -1.537 -0.094 0.007 0.158
```
Forces are in eV/Å.

The total energy comes out at -49312.312 eV. Its spin multiplicity is 1. Its frontier orbital gap is 3.7 eV. For the largest force on an atom, the calculation gives 1.5 eV Å⁻¹. As for the charge: -2. The calculation puts the relative energy (zero: lowest compared OMol25 entry of this formula, charge and spin) at 0.0 kcal per mole.

Löwdin atomic charges, in units of e: atom 1 (Li): 0.515, atom 2 (P): -0.063, atom 3 (O): -0.516, atom 4 (O): -0.477, atom 5 (O): -0.468, atom 6 (O): -0.518, atom 7 (C): -0.150, atom 8 (C): -0.140, atom 9 (C): -0.181, atom 10 (O): -0.200, atom 11 (C): -0.199, atom 12 (H): 0.100, atom 13 (H): 0.097, atom 14 (H): 0.095, atom 15 (H): 0.100, atom 16 (H): 0.114, atom 17 (H): 0.122, atom 18 (H): 0.114, atom 19 (H): 0.114, atom 20 (C): -0.183, atom 21 (C): -0.177, atom 22 (C): -0.164, atom 23 (O): -0.149, atom 24 (C): -0.272, atom 25 (H): 0.101, atom 26 (H): 0.099, atom 27 (H): 0.107, atom 28 (H): 0.077, atom 29 (H): 0.101, atom 30 (H): 0.098, atom 31 (H): 0.103, atom 32 (H): 0.102, atom 33 (C): -0.168, atom 34 (C): -0.148, atom 35 (C): -0.199, atom 36 (O): -0.133, atom 37 (C): -0.239, atom 38 (H): 0.085, atom 39 (H): 0.083, atom 40 (H): 0.075, atom 41 (H): 0.099, atom 42 (H): 0.077, atom 43 (H): 0.110, atom 44 (H): 0.107, atom 45 (H): 0.102, atom 46 (C): -0.145, atom 47 (C): -0.157, atom 48 (C): -0.183, atom 49 (O): -0.224, atom 50 (C): -0.184, atom 51 (H): 0.107, atom 52 (H): 0.103, atom 53 (H): 0.097, atom 54 (H): 0.083, atom 55 (H): 0.117, atom 56 (H): 0.094, atom 57 (H): 0.114, atom 58 (H): 0.092, atom 59 (C): -0.165, atom 60 (C): -0.160, atom 61 (C): -0.170, atom 62 (O): -0.168, atom 63 (C): -0.227, atom 64 (H): 0.096, atom 65 (H): 0.099, atom 66 (H): 0.105, atom 67 (H): 0.117, atom 68 (H): 0.118, atom 69 (H): 0.087, atom 70 (H): 0.107, atom 71 (H): 0.093

=====

Density functional theory data (ωB97M-V with the def2-TZVPD basis set) for a cluster of 3 separate species, C20H40NO8 in total.

Structure (XYZ):
```
69
Properties=species:S:1:pos:R:3:forces:R:3
C -0.214 -5.335 -0.099 0.033 0.061 0.204
C -0.931 -4.005 -0.279 -0.034 -0.200 0.154
O -1.407 -3.750 -1.599 -0.050 0.144 0.024
C -0.440 -3.701 -2.619 -0.127 -0.004 0.021
C 0.652 -2.670 -2.351 0.392 0.048 -0.041
C 0.910 -1.748 -3.526 -0.393 -0.001 0.082
N 1.778 -0.628 -3.028 0.254 0.001 -0.425
C 2.888 -1.097 -2.080 -0.066 -0.197 0.204
C 2.616 -0.708 -0.622 0.199 0.185 -0.312
C 2.078 0.722 -0.391 -0.149 -0.603 0.548
C 0.834 0.727 0.509 0.006 0.464 -0.506
C -0.467 0.342 -0.186 -0.208 -0.162 0.561
O -0.508 0.831 -1.548 0.032 -0.197 -0.080
C -1.423 0.219 -2.339 -0.123 -0.247 0.488
O -1.814 0.694 -3.351 0.070 0.235 -0.597
C 3.041 -2.602 -2.259 0.112 0.036 0.019
O 1.859 -3.317 -1.955 -0.024 -0.027 0.004
H 0.465 -5.566 -0.919 -0.017 0.015 0.006
H 0.393 -5.286 0.806 -0.015 -0.021 0.013
H -0.922 -6.150 0.034 -0.004 -0.043 -0.200
H -1.828 -3.990 0.338 -0.003 0.077 0.007
H -0.304 -3.178 0.081 0.075 -0.013 -0.170
H -0.993 -3.420 -3.517 -0.021 -0.061 -0.007
H 0.019 -4.676 -2.804 0.093 0.048 0.031
H 0.330 -2.031 -1.520 -0.177 -0.031 -0.029
H -0.026 -1.316 -3.875 0.059 0.065 -0.069
H 1.391 -2.242 -4.368 0.108 -0.016 0.089
H 2.205 -0.161 -3.828 -0.050 0.055 0.028
H 1.185 0.079 -2.571 0.023 -0.076 0.164
H 3.807 -0.629 -2.434 -0.086 0.163 0.012
H 3.589 -0.801 -0.136 -0.037 -0.072 0.064
H 1.983 -1.459 -0.144 -0.119 0.015 -0.130
H 2.826 1.314 0.127 0.051 0.084 -0.144
H 1.852 1.234 -1.328 0.083 0.192 0.082
H 0.732 1.730 0.919 0.002 0.014 -0.042
H 0.974 0.064 1.365 0.019 -0.020 -0.015
H -1.297 0.792 0.360 -0.056 -0.018 -0.071
H -0.664 -0.735 -0.187 0.183 -0.037 -0.062
H -1.732 -0.781 -1.979 -0.045 0.121 0.183
H 3.393 -2.837 -3.271 -0.076 0.004 -0.018
H 3.813 -2.942 -1.569 -0.020 -0.040 0.006
O -2.761 -2.101 3.191 -0.026 -0.017 -0.054
C -3.770 -1.629 2.742 0.080 0.013 0.058
O -3.660 -0.517 1.979 0.063 0.017 -0.193
C -4.756 0.029 1.230 -0.103 0.039 0.045
C -5.618 0.953 2.062 0.040 -0.017 0.073
C -5.133 -2.198 3.045 0.002 -0.068 -0.125
H -5.338 -0.771 0.769 0.005 -0.013 0.017
H -4.282 0.584 0.421 0.017 -0.004 0.011
H -6.097 0.423 2.885 -0.026 -0.012 -0.025
H -6.397 1.398 1.443 0.004 0.002 -0.008
H -5.011 1.753 2.485 -0.006 0.010 -0.018
H -5.470 -1.784 3.995 -0.005 0.007 0.000
H -5.028 -3.274 3.159 0.029 0.013 0.075
H -5.886 -1.995 2.289 -0.014 0.046 0.026
O 2.726 2.810 1.855 0.054 0.088 0.048
C 2.697 4.001 2.050 0.089 -0.016 -0.076
O 1.987 4.758 1.198 -0.095 -0.039 0.060
C 1.757 6.164 1.406 0.013 0.096 -0.016
C 2.897 7.011 0.885 0.062 -0.079 -0.018
C 3.478 4.643 3.167 -0.146 -0.003 0.108
H 1.543 6.360 2.456 0.017 -0.023 0.010
H 0.845 6.369 0.850 0.007 -0.028 -0.015
H 3.826 6.812 1.421 -0.016 0.026 0.030
H 2.658 8.068 1.000 -0.009 0.002 -0.004
H 3.067 6.806 -0.172 -0.018 0.021 -0.004
H 4.496 4.810 2.815 0.003 0.009 -0.003
H 3.513 3.944 3.997 0.054 -0.040 -0.040
H 3.071 5.587 3.517 0.031 0.030 -0.037
```
Forces are in eV/Å.

The total energy comes out at -39252.070 eV. Its spin multiplicity is 1. Its frontier orbital gap is 9.6 eV. For the largest force on an atom, the calculation gives 0.8 eV Å⁻¹. As for the charge: +1. The calculation puts the relative energy (zero: lowest compared OMol25 entry of this formula, charge and spin) at 0.0 kcal per mole.

Löwdin atomic charges, in units of e: atom 1 (C): -0.052, atom 2 (C): -0.242, atom 3 (O): -0.131, atom 4 (C): -0.143, atom 5 (C): -0.292, atom 6 (C): -0.042, atom 7 (N): 0.123, atom 8 (C): -0.202, atom 9 (C): -0.108, atom 10 (C): -0.158, atom 11 (C): -0.143, atom 12 (C): -0.149, atom 13 (O): -0.051, atom 14 (C): -0.367, atom 15 (O): 0.126, atom 16 (C): -0.141, atom 17 (O): -0.069, atom 18 (H): 0.066, atom 19 (H): 0.086, atom 20 (H): 0.082, atom 21 (H): 0.124, atom 22 (H): 0.102, atom 23 (H): 0.140, atom 24 (H): 0.135, atom 25 (H): 0.115, atom 26 (H): 0.129, atom 27 (H): 0.153, atom 28 (H): 0.189, atom 29 (H): 0.128, atom 30 (H): 0.162, atom 31 (H): 0.135, atom 32 (H): 0.121, atom 33 (H): 0.096, atom 34 (H): 0.105, atom 35 (H): 0.103, atom 36 (H): 0.134, atom 37 (H): 0.130, atom 38 (H): 0.104, atom 39 (H): 0.153, atom 40 (H): 0.137, atom 41 (H): 0.148, atom 42 (O): 0.100, atom 43 (C): -0.529, atom 44 (O): -0.023, atom 45 (C): -0.240, atom 46 (C): -0.059, atom 47 (C): 0.018, atom 48 (H): 0.114, atom 49 (H): 0.113, atom 50 (H): 0.072, atom 51 (H): 0.086, atom 52 (H): 0.085, atom 53 (H): 0.101, atom 54 (H): 0.094, atom 55 (H): 0.071, atom 56 (O): 0.082, atom 57 (C): -0.509, atom 58 (O): 0.002, atom 59 (C): -0.225, atom 60 (C): -0.060, atom 61 (C): 0.022, atom 62 (H): 0.114, atom 63 (H): 0.124, atom 64 (H): 0.071, atom 65 (H): 0.086, atom 66 (H): 0.084, atom 67 (H): 0.101, atom 68 (H): 0.095, atom 69 (H): 0.074

=====

Density functional theory data (ωB97M-V with the def2-TZVPD basis set) for a structure of composition C20H40NOP3RuS in a non-equilibrium geometry.

Structure (XYZ):
```
67
Properties=species:S:1:pos:R:3:forces:R:3
Ru 0.664 -0.031 0.320 1.593 -0.154 -0.019
P 0.909 0.729 2.465 0.070 0.435 3.142
P 0.584 -2.188 0.981 -0.024 -4.050 2.136
P 0.115 2.100 -0.109 -1.902 4.534 -0.996
H -3.351 -3.919 -2.493 0.359 0.151 0.035
C -2.920 -3.075 -3.041 -3.171 -0.606 0.591
C -1.657 -3.030 -3.515 1.349 0.777 -1.541
H -0.842 -3.583 -3.099 0.174 -0.622 -0.120
C -0.659 0.810 3.417 -0.498 -0.237 -0.594
C 1.989 -0.247 3.582 0.244 -0.465 -0.556
C 1.621 2.388 2.830 0.034 0.094 -0.871
C -0.003 -3.552 -0.079 -0.208 0.335 -0.841
C 2.343 -2.722 1.281 0.258 0.717 -0.296
C -0.320 -2.585 2.556 -0.224 0.536 -0.161
C -0.391 2.297 -1.826 -0.365 -1.003 -0.368
C 1.312 3.502 -0.122 0.745 -0.190 0.531
C -1.354 2.848 0.740 0.023 -0.357 0.398
H -3.615 -2.238 -3.212 0.273 -0.678 -0.344
H -1.519 -2.550 -4.505 0.254 -0.130 0.698
H -0.422 0.966 4.481 0.161 -0.048 -0.341
H -1.229 -0.122 3.312 0.112 0.358 0.148
H -1.276 1.649 3.070 0.210 -0.299 0.183
H 1.940 0.200 4.584 -0.126 0.014 -0.290
H 3.025 -0.179 3.229 -0.117 -0.076 0.163
H 1.698 -1.299 3.649 0.277 0.381 0.031
H 0.847 3.169 2.783 0.355 -0.280 -0.035
H 2.430 2.605 2.121 -0.188 0.205 0.332
H 2.046 2.370 3.842 -0.204 -0.160 -0.204
H -0.041 -4.523 0.441 0.130 0.544 0.118
H 0.673 -3.658 -0.938 -0.124 0.045 0.153
H -0.993 -3.296 -0.471 0.112 -0.182 0.146
H 2.411 -3.598 1.939 -0.354 0.137 -0.136
H 2.933 -1.910 1.719 -0.093 -0.247 -0.017
H 2.801 -2.961 0.312 -0.181 -0.022 0.191
H -0.581 -3.647 2.629 0.274 0.135 -0.275
H -1.259 -2.025 2.559 -0.007 -0.180 -0.003
H 0.226 -2.312 3.462 -0.121 -0.115 -0.285
H -0.188 3.279 -2.260 0.052 -0.089 0.316
H -1.467 2.138 -1.786 0.397 0.034 -0.256
H 0.065 1.534 -2.464 -0.117 0.175 -0.087
H 1.118 4.141 -0.995 -0.088 -0.335 0.395
H 2.325 3.101 -0.229 0.048 0.294 0.088
H 1.231 4.108 0.784 0.185 -0.153 -0.199
H -1.991 3.411 0.051 0.402 -0.013 -0.117
H -1.035 3.532 1.531 -0.045 -0.103 -0.090
H -1.990 2.079 1.184 0.024 0.023 -0.073
C -2.005 -0.559 -2.333 -1.119 0.365 -0.852
C -3.175 -0.462 -1.471 0.168 -0.552 0.786
C -3.965 0.644 -1.389 0.210 0.371 0.340
C -3.747 1.674 -2.347 -0.157 -0.615 0.266
C -2.864 1.446 -3.426 1.124 -0.058 -1.384
C -1.930 0.396 -3.414 -0.935 0.786 -0.271
O -1.198 -1.542 -2.235 0.613 0.717 0.451
H -0.806 -0.723 0.141 0.203 0.446 0.169
H -3.419 -1.339 -0.873 0.320 0.200 0.261
H -4.686 0.755 -0.556 0.206 -0.130 -0.898
H -4.259 2.620 -2.230 -0.144 0.029 -0.292
H -2.858 2.205 -4.248 0.138 -0.825 0.760
H -1.115 0.261 -4.154 -0.811 0.311 0.372
S 4.399 -0.451 -2.145 -1.322 0.336 1.272
C 4.845 0.343 -0.665 -0.899 0.056 0.402
C 3.770 0.583 0.167 0.072 -0.609 -1.254
N 2.587 0.114 -0.414 0.100 -0.366 -0.296
C 2.755 -0.467 -1.607 1.351 0.681 0.200
H 5.882 0.580 -0.501 0.184 0.101 0.118
H 3.683 1.048 1.155 0.566 -0.198 -0.603
H 1.901 -0.830 -2.165 0.173 -0.177 -0.229
```
Forces are in eV/Å.

The total energy comes out at -66163.573 eV. Its spin multiplicity is 5. Its frontier orbital gap (spin up / spin down) is 6.4 / 5.9 eV. For the largest force on an atom, the calculation gives 5.0 eV Å⁻¹. As for the charge: +4. Its expectation value of S² is 6.039. The calculation puts the relative energy (zero: lowest compared OMol25 entry of this formula, charge and spin) at 22.0 kcal per mole.

Löwdin atomic charges, in units of e: atom 1 (Ru): 0.653, atom 2 (P): 0.747, atom 3 (P): 0.731, atom 4 (P): 0.731, atom 5 (H): 0.133, atom 6 (C): 0.146, atom 7 (C): 0.119, atom 8 (H): 0.104, atom 9 (C): -0.179, atom 10 (C): -0.208, atom 11 (C): -0.203, atom 12 (C): -0.225, atom 13 (C): -0.194, atom 14 (C): -0.204, atom 15 (C): -0.232, atom 16 (C): -0.195, atom 17 (C): -0.201, atom 18 (H): 0.115, atom 19 (H): 0.150, atom 20 (H): 0.099, atom 21 (H): 0.042, atom 22 (H): 0.042, atom 23 (H): 0.092, atom 24 (H): 0.064, atom 25 (H): 0.026, atom 26 (H): 0.062, atom 27 (H): 0.041, atom 28 (H): 0.091, atom 29 (H): 0.092, atom 30 (H): 0.060, atom 31 (H): 0.033, atom 32 (H): 0.095, atom 33 (H): 0.020, atom 34 (H): 0.061, atom 35 (H): 0.082, atom 36 (H): 0.042, atom 37 (H): 0.043, atom 38 (H): 0.091, atom 39 (H): 0.007, atom 40 (H): 0.049, atom 41 (H): 0.076, atom 42 (H): 0.047, atom 43 (H): 0.059, atom 44 (H): 0.076, atom 45 (H): 0.061, atom 46 (H): 0.038, atom 47 (C): -0.431, atom 48 (C): -0.014, atom 49 (C): -0.005, atom 50 (C): 0.024, atom 51 (C): -0.022, atom 52 (C): 0.009, atom 53 (O): -0.111, atom 54 (H): 0.038, atom 55 (H): 0.133, atom 56 (H): 0.152, atom 57 (H): 0.144, atom 58 (H): 0.162, atom 59 (H): 0.153, atom 60 (S): 1.197, atom 61 (C): -0.267, atom 62 (C): -0.176, atom 63 (N): -0.243, atom 64 (C): -0.420, atom 65 (H): 0.104, atom 66 (H): 0.106, atom 67 (H): 0.085

=====

Question: What is the largest force on an atom in the first record?
Answer: 1.5 eV Å⁻¹

=====

Question: The lowest largest force on an atom belongs to which entry?
Answer: C20H40NO8